Record 1
26
Properties=species:S:1:pos:R:3:forces:R:3:nbo_charge:R:1 method="wB97M-V/def2-TZVPD" e_homo_ev=-9.8 smiles="CC(C)=O.CC(C)O.C#C" gap_ev=10.646 de_lowest_ev=3.879 lumo_ev=0.851 mol_weight_g_mol=144.2
C 0.392491 -1.264957 -1.311366 -1.2 -2.1 0.1 0.637
C -0.060432 -0.908382 -2.707867 0.0 0.5 0.3 -0.725
C 1.748606 -1.920455 -1.199433 0.1 0.4 0.3 -0.719
O -0.424164 -1.372252 -0.396162 1.1 -0.1 -1.2 -0.593
C 1.187981 1.130092 -0.967619 0.8 1.2 0.3 -0.260
C 2.320795 1.253144 -1.360237 -0.9 -0.3 0.4 -0.230
H -0.737527 -0.026570 0.565476 -0.4 1.9 1.6 0.243
H -0.317308 -1.832797 -3.224970 0.0 -0.1 0.0 0.239
H -0.949482 -0.283391 -2.662457 0.0 0.0 0.0 0.238
H 0.722565 -0.394418 -3.254339 0.0 0.0 -0.1 0.228
H 1.628557 -2.989922 -1.383242 -0.1 0.0 -0.1 0.239
H 2.447824 -1.514600 -1.923494 0.1 0.0 0.0 0.218
H 2.135564 -1.798148 -0.191143 0.1 0.0 0.0 0.238
H 3.337980 1.291886 -1.640313 0.3 0.0 -0.3 0.233
C -1.078851 0.744951 1.358553 0.0 -1.6 -0.3 0.036
C -2.299799 0.080299 1.989087 0.1 0.3 -0.1 -0.624
C 0.001438 1.028501 2.398109 -0.1 0.0 -0.4 -0.637
O -1.448779 1.927274 0.663193 0.0 0.2 -0.2 -0.739
H -1.867121 2.534121 1.285847 0.1 0.0 0.0 0.465
H 0.255346 1.264782 -0.447851 0.1 -0.1 -0.5 0.268
H -3.059345 -0.098250 1.231220 -0.1 0.0 0.0 0.218
H -0.387359 1.668766 3.193867 0.0 0.0 0.0 0.195
H -2.022023 -0.872266 2.432011 0.0 -0.1 0.1 0.214
H -2.723740 0.716081 2.770367 -0.1 0.0 0.1 0.189
H 0.848823 1.539114 1.941759 0.1 0.0 0.0 0.215
H 0.347960 0.097398 2.841006 0.1 -0.1 0.1 0.214


Record 2
28
Properties=species:S:1:pos:R:3:forces:R:3:nbo_charge:R:1 method="wB97M-V/def2-TZVPD" e_homo_ev=-9.9 gap_ev=10.645 de_lowest_ev=1.878 lumo_ev=0.696 mol_weight_g_mol=204.4
C 2.170001 -2.088870 -0.616798 -0.8 1.7 -0.7 -0.412
C 3.109795 0.131031 0.368087 0.5 -0.5 -0.4 -0.662
C 2.456590 -1.227726 0.590835 -0.3 1.1 -1.8 -0.224
C 1.024734 -1.309777 0.080599 1.0 -2.2 0.1 -0.237
C 0.498886 -0.134205 -0.605142 1.3 2.1 1.3 -0.860
C -1.243718 0.383685 1.899821 -2.7 0.8 1.5 -1.168
C -2.451812 -0.160464 -1.136948 0.4 0.2 2.4 -1.082
C -1.236060 2.506534 -0.253250 -1.4 -0.4 1.6 -1.103
O 2.075697 2.005464 -1.315888 -0.4 -1.5 2.4 -0.935
O 1.161277 1.889698 1.034736 1.2 -0.6 -0.3 -0.949
Si -1.101182 0.627074 0.069001 -2.6 0.3 -1.1 1.632
S 1.737035 1.189596 -0.108660 -0.4 1.7 -3.1 2.104
H 2.416390 -1.826786 -1.687092 0.0 0.2 1.5 0.219
H 2.101471 -3.125852 -0.502734 0.2 -1.4 0.4 0.222
H 3.665494 0.578889 1.221030 -0.6 -0.4 -0.5 0.267
H 3.789089 0.013286 -0.495224 -0.3 0.7 0.3 0.258
H 2.712956 -1.651452 1.491221 0.4 -1.3 1.8 0.231
H 0.331930 -1.951571 0.603239 0.0 0.1 0.3 0.232
H 0.629561 -0.286542 -1.647498 -0.3 0.5 -1.1 0.265
H -2.229279 0.807099 2.360100 1.2 -0.2 -1.5 0.253
H -1.257643 -0.478364 2.542252 0.8 -1.0 -0.4 0.248
H -0.527753 1.091428 2.254366 0.7 0.3 0.5 0.266
H -3.287581 -0.653445 -0.647245 -0.6 0.8 0.6 0.236
H -2.806344 0.516175 -1.897362 0.1 -0.1 -0.4 0.239
H -2.030215 -1.076285 -1.437809 1.1 -0.9 -1.6 0.222
H -2.198674 2.746278 -0.792309 1.5 -0.1 0.1 0.237
H -1.186744 3.126949 0.681492 -0.4 -0.8 -0.5 0.249
H -0.281862 2.722430 -0.652247 0.5 0.9 -1.6 0.251


Record 3
28
Properties=species:S:1:pos:R:3:forces:R:3:nbo_charge:R:1 method="wB97M-V/def2-TZVPD" e_homo_ev=-9.0 smiles=C1COCCO1.C1COCCO1 gap_ev=10.004 de_lowest_ev=3.358 lumo_ev=0.979 mol_weight_g_mol=176.2
O -3.616761 -0.440753 2.057064 -1.4 1.7 -1.2 -0.535
O -1.144152 -0.857493 0.841714 0.3 -0.5 0.3 -0.542
C -3.419955 -0.089575 0.660191 1.2 0.9 0.6 -0.103
C -1.886375 0.280554 0.464273 -0.7 -1.5 -1.4 -0.106
C -2.933610 -1.625421 2.312748 0.4 0.0 0.3 -0.100
C -1.446347 -1.248993 2.168412 0.6 -1.0 0.4 -0.099
H -3.748902 -0.985801 0.099813 0.7 0.5 -0.3 0.179
H -4.010252 0.772106 0.293448 -0.1 -0.4 0.9 0.198
H -1.417857 1.161316 0.944065 -1.1 -0.1 0.1 0.186
H -1.673899 0.335580 -0.620755 -0.3 0.4 0.4 0.191
H -3.299928 -2.370215 1.580264 0.7 -0.1 0.2 0.169
H -3.250158 -1.959621 3.319505 0.5 0.2 -0.4 0.199
H -0.752958 -2.081279 2.396369 -0.4 0.3 -0.1 0.191
H -1.184770 -0.401858 2.831273 -0.4 -0.4 0.1 0.172
O 2.455990 -0.614251 -1.862864 1.7 -1.0 -1.1 -0.524
O 2.209735 1.972995 -0.887019 0.4 0.8 -0.4 -0.541
C 1.592374 -0.263057 -0.875711 -0.9 -0.5 2.8 -0.081
C 2.155240 0.867347 0.006652 -0.7 -0.9 -1.1 -0.102
C 2.794257 0.423634 -2.743587 -0.8 1.0 0.3 -0.098
C 3.172708 1.732172 -1.945881 0.2 -0.6 0.2 -0.101
H 0.590289 0.003277 -1.263450 0.3 0.2 0.1 0.160
H 1.476752 -1.152630 -0.227054 -0.2 0.2 -0.4 0.191
H 3.148077 0.584685 0.406415 -0.2 0.2 -0.3 0.168
H 1.476574 1.019640 0.867860 0.3 0.5 -0.6 0.195
H 1.854339 0.648753 -3.283340 0.3 0.3 -0.2 0.161
H 3.511309 0.005858 -3.476210 0.0 0.6 0.6 0.203
H 3.206015 2.584506 -2.651479 -0.3 -0.3 0.6 0.197
H 4.142267 1.698523 -1.412716 -0.1 -0.4 -0.6 0.171


Record 4
25
Properties=species:S:1:pos:R:3:forces:R:3:nbo_charge:R:1 method="wB97M-V/def2-TZVPD" e_homo_ev=-8.3 gap_ev=8.726 de_lowest_ev=4.786 lumo_ev=0.435 mol_weight_g_mol=140.3
C -2.765348 -1.425275 -0.436458 2.5 3.3 -0.3 -0.354
C -2.067824 2.028276 -0.032322 3.1 0.8 0.7 -0.474
C -2.908432 -0.275324 0.234968 0.5 -1.0 -0.1 -0.291
C -1.875475 0.748626 0.185240 1.7 -0.9 2.5 0.063
C 2.600140 -1.228399 0.857331 0.8 -0.7 -0.8 -1.140
C 0.684185 -0.880092 -1.557457 -0.1 0.8 1.7 -1.088
C 1.978687 1.662146 -0.319717 1.3 -2.9 2.1 -1.070
C -0.107901 0.003939 1.401097 -1.6 3.8 -3.4 -0.792
Si 1.282686 -0.086396 0.120780 -1.0 0.5 -1.0 1.593
H -3.287301 -2.242198 -0.209970 -2.4 -3.1 0.4 0.187
H -1.881778 -1.516045 -1.089280 -0.7 -0.1 0.3 0.195
H -1.276466 2.807098 0.245625 -1.3 -1.1 -0.7 0.210
H -2.897268 2.270440 -0.626241 -1.3 0.8 -0.4 0.208
H -3.656340 -0.113240 1.031995 0.2 -0.3 -0.6 0.215
H 3.083279 -1.896267 0.088123 -0.7 0.6 0.5 0.241
H 3.368370 -0.443643 0.974199 0.2 -0.7 1.0 0.234
H 2.394831 -1.917929 1.737604 0.2 1.4 -0.8 0.255
H 0.371908 -1.840525 -1.115725 0.0 -0.1 -1.0 0.222
H -0.194212 -0.313308 -1.943107 0.7 -0.5 0.1 0.239
H 1.531375 -0.932747 -2.270639 -0.7 -0.2 0.4 0.238
H 1.312253 2.428108 -0.067634 -0.8 1.2 0.5 0.234
H 2.908190 1.640607 0.312719 -0.7 0.8 -0.6 0.222
H 2.253058 1.683676 -1.333295 0.4 0.2 -1.4 0.231
H -0.452179 -0.903463 1.681941 -1.3 -3.0 0.8 0.189
H -0.398441 0.741943 2.130235 0.8 0.4 0.3 0.232


Record 5
33
Properties=species:S:1:pos:R:3:forces:R:3:nbo_charge:R:1 method="wB97M-V/def2-TZVPD" s2=8.791 spin_multiplicity=6 e_homo_ev="-15.3 / -15.3" gap_ev="4.016 / 3.631" charge=+2 lumo_ev="-11.249 / -11.634" mol_weight_g_mol=298.5
Fe -4.017892 -1.991047 0.667768 1.1 2.2 -1.6 1.608
Cl -2.886342 -0.099657 -0.308892 -1.5 -2.5 1.4 -0.595
C 0.167388 3.183183 -0.605002 -0.8 -0.9 -0.9 -0.252
O -1.179932 3.283873 -0.121872 0.4 0.1 1.3 -0.710
H -0.022362 3.041823 -1.669012 1.2 0.5 -0.3 0.192
H 0.840798 3.995243 -0.330812 -0.6 0.2 -0.1 0.219
H 0.624878 2.253843 -0.265682 0.2 -0.2 0.3 0.118
H -1.545762 2.408293 -0.267242 -0.3 0.2 -0.2 0.443
C 1.619398 -1.820087 -1.288992 0.2 -1.2 -1.9 -0.660
C 0.245078 -1.750587 -1.936172 0.4 1.2 1.4 0.079
C 0.103688 -0.617367 -2.953652 -1.1 -0.6 -0.5 -0.095
O -0.406682 -1.345297 -4.118132 0.4 1.0 0.7 -0.471
C -0.460872 -2.670507 -3.864792 -1.3 -1.8 -3.4 0.957
O -0.855172 -3.495437 -4.683972 1.1 2.2 2.6 -0.546
O -0.044522 -2.938217 -2.626072 0.3 -0.5 0.4 -0.485
H 1.757578 -2.808297 -0.850302 0.0 0.4 0.9 0.245
H 2.008918 -0.945337 -0.768222 -0.4 -0.2 0.2 0.210
H 2.224058 -1.939547 -2.188002 0.7 0.3 0.0 0.246
H -0.531602 -1.632187 -1.180632 -0.2 0.0 0.2 0.134
H 0.958758 0.014943 -3.192672 0.4 -0.7 -0.2 0.214
H -0.638632 0.081473 -2.568052 -0.4 0.0 -0.4 0.171
C 0.407648 0.192893 4.378988 -0.4 -1.1 3.3 0.448
O 1.430918 -0.224707 4.916278 -0.4 0.5 -1.7 -0.261
N 0.150388 0.394533 3.067238 2.6 0.5 -1.8 -0.059
C -1.079912 0.983193 2.683658 -0.9 -0.7 0.1 -0.462
C 1.240628 0.274263 2.064088 -0.1 -1.0 -0.1 -0.481
H -0.488112 0.342813 5.001348 0.2 0.3 -0.1 0.170
H -1.544462 0.244503 2.030498 0.0 0.2 -0.7 0.246
H -0.900172 1.917433 2.151678 -0.2 0.2 -0.1 0.303
H -1.762112 1.041623 3.531768 0.3 0.6 0.1 0.251
H 2.005888 -0.434167 2.381238 0.0 0.4 0.6 0.281
H 0.893498 -0.170317 1.131378 -0.8 0.2 0.0 0.252
H 1.685028 1.228823 1.782258 -0.1 0.3 0.5 0.288


Record 6
34
Properties=species:S:1:pos:R:3:forces:R:3:nbo_charge:R:1 method="wB97M-V/def2-TZVPD" s2=8.763 spin_multiplicity=6 e_homo_ev="-14.4 / -14.4" gap_ev="6.647 / 7.913" de_lowest_ev=0.271 charge=+2 lumo_ev="-7.728 / -6.476" mol_weight_g_mol=534.9
C -0.121698 -1.368158 -1.054291 -0.3 -0.2 1.1 -0.750
C 1.055505 -0.684956 -1.694570 1.7 -0.6 0.3 0.348
H -0.233927 -2.403459 -1.411984 0.2 0.3 0.0 0.284
H -1.079574 -0.847195 -1.190301 0.3 -0.1 -0.3 0.231
H 0.029601 -1.402915 0.041874 0.1 -0.3 -0.6 0.233
O 2.237270 -0.861562 -1.415638 -2.6 0.1 -1.0 -0.473
I 1.570769 1.930660 -0.021843 -0.5 0.7 1.1 -0.458
Sm -1.427720 1.671787 1.928584 0.9 0.5 -2.7 1.976
P 0.523424 0.448269 -3.098165 0.3 -0.4 0.3 1.461
C 2.019508 1.200560 -3.692460 0.0 0.3 -0.3 -0.981
C -0.229302 -0.537669 -4.400544 -0.1 -0.1 -0.1 -0.969
H -1.588970 1.047756 -2.034276 0.3 0.0 -0.3 0.274
H -1.115744 2.136574 -3.383147 0.0 -0.4 0.3 0.283
H -0.315182 2.279955 -1.798544 -0.3 -0.4 -0.5 0.290
C -0.744020 1.558843 -2.514521 -0.3 1.2 -0.2 -1.007
H -1.251825 -0.845660 -4.125138 0.5 0.0 -0.1 0.276
H -0.290231 0.120329 -5.281186 0.0 -0.3 0.2 0.281
H 1.833916 1.495719 -4.733327 0.3 0.1 0.2 0.275
H 2.823314 0.448112 -3.646873 -0.3 0.3 0.0 0.301
H 0.398373 -1.405710 -4.640068 -0.2 0.2 0.0 0.281
H 2.262266 2.077787 -3.079826 0.1 -0.3 -0.2 0.292
C 0.839768 0.067336 1.836841 1.4 -2.0 1.8 0.375
O 1.602211 -0.688513 2.294830 -1.9 2.1 -1.5 -0.533
Cl -3.422137 1.411596 0.471455 0.2 0.0 0.1 -0.560
N -0.321865 -1.770764 4.723900 -0.4 -0.2 -0.2 -0.667
C -0.366241 -0.344667 5.228912 0.7 -0.9 0.2 -0.338
C -0.967631 0.428570 4.140723 -0.9 1.9 -2.4 0.760
O -0.789758 1.712219 4.041365 -0.1 -2.4 1.5 -0.714
O -1.592482 -0.211363 3.193091 0.8 0.8 2.1 -0.743
H -1.278684 -2.149970 4.728664 0.3 -0.1 -0.1 0.462
H 0.264463 -2.381207 5.282261 0.2 -0.1 0.5 0.460
H 0.026451 -1.839661 3.744272 -0.2 0.3 0.6 0.467
H -1.005163 -0.267637 6.107883 0.2 -0.2 0.2 0.294
H 0.655318 -0.025006 5.452052 -0.2 0.1 0.0 0.289


Record 7
28
Properties=species:S:1:pos:R:3:forces:R:3:mulliken_charge:R:1 method="wB97M-V/def2-TZVPD" s2=9.670 spin_multiplicity=6 e_homo_ev="-6.3 / -4.1" gap_ev="6.439 / 4.271" de_lowest_ev=0.609 lumo_ev="0.132 / 0.199" mol_weight_g_mol=337.7
C -0.391258 0.202872 -1.799474 1.0 1.3 -0.1 -0.534
C -1.143707 1.438493 -1.807197 0.3 -0.6 0.1 -0.524
C -0.273571 2.563352 -1.666979 0.5 -1.8 0.7 -0.609
C 1.044712 2.035860 -1.512683 -0.7 -1.0 -0.1 -0.605
C 1.011432 0.585332 -1.595851 -1.4 0.9 -0.6 -0.443
Dy 0.065638 -0.112577 0.864665 0.1 0.6 -2.5 -0.563
P 0.056778 -2.754913 0.399481 0.2 -2.1 -0.5 -0.098
H -0.741821 -0.806020 -2.080125 0.1 0.7 0.2 0.538
H -2.218289 1.502423 -1.981831 0.3 0.0 0.1 0.390
H -0.563610 3.611570 -1.570680 0.1 -0.4 -0.2 0.429
H 1.861057 -0.087045 -1.734806 -0.2 0.3 0.1 0.421
H 1.933840 2.644688 -1.438878 0.1 -0.1 0.1 0.433
H 1.112558 -3.388902 -0.319444 -0.1 0.3 0.2 0.084
H -0.946063 -3.256552 -0.497543 -0.1 -0.2 0.2 0.054
H -0.084273 -3.803258 1.383398 0.0 0.4 -0.5 0.082
C 1.601634 1.692594 4.508244 -0.2 0.4 1.1 -1.175
P 1.152257 0.970990 2.929237 -0.5 -0.4 -1.0 0.611
C -0.212321 -0.298360 3.395722 0.0 0.7 1.3 -0.655
C -0.015859 2.235012 2.108880 0.7 1.2 0.9 -0.830
H 2.285887 1.031894 5.064854 -0.3 0.1 -0.3 0.357
H 0.694788 1.847378 5.114347 0.4 0.2 0.0 0.370
H 2.123302 2.648453 4.368486 -0.2 -0.2 -0.1 0.366
H -0.397527 -0.055461 4.444864 -0.3 -0.2 -0.1 0.411
H -1.195127 -0.180243 2.854708 0.6 0.0 0.6 0.219
H 0.143680 -1.336607 3.357357 -0.1 0.2 -0.2 0.217
H -0.359365 2.841344 2.949975 -0.3 0.2 -0.2 0.413
H 0.577724 2.892365 1.431447 -0.5 -0.6 0.4 0.347
H -0.931397 1.892416 1.561226 0.6 0.1 0.4 0.292


Record 8
31
Properties=species:S:1:pos:R:3:forces:R:3:nbo_charge:R:1 method="wB97M-V/def2-TZVPD" e_homo_ev=-13.3 smiles="CC[N@H+](C)[C@H](N)[C@](F)(/C=N/C)C(F)F" gap_ev=10.024 de_lowest_ev=1.772 charge=+1 lumo_ev=-3.296 mol_weight_g_mol=212.2
C 1.692468 -0.169242 1.095601 1.6 0.4 0.0 0.136
C -2.690850 -0.739650 0.947685 4.3 -2.2 3.8 -0.632
C 0.995378 1.157309 2.857891 -1.5 0.1 1.7 -0.453
C -1.650590 1.484150 -0.978706 -1.4 2.0 4.2 -0.418
C -1.738350 -0.908398 -0.229794 -1.4 1.5 -0.5 -0.241
C 0.254820 0.175137 -1.281772 3.2 -0.5 3.5 0.184
C 2.853764 -0.726014 -1.077330 -0.1 0.3 -0.9 0.522
C 1.571514 -0.702703 -0.312245 -4.0 0.6 -0.2 0.199
N 0.763230 0.451525 1.655186 -1.4 -0.7 -1.2 -0.409
N 0.028092 -0.331740 -2.477383 -2.7 -1.9 -0.7 -0.829
N -0.939993 0.359805 -0.405515 1.7 -2.6 1.6 -0.463
F 3.721742 -1.560299 -0.427879 0.1 1.3 -0.2 -0.311
F 2.707717 -1.252798 -2.312444 -0.4 -0.5 -0.3 -0.326
F 0.974714 -1.965020 -0.141496 1.0 -0.1 -0.5 -0.350
H 2.625480 -0.221042 1.668121 0.3 -0.4 -0.5 0.202
H -2.003397 -0.462436 1.876243 -1.3 -0.1 -1.6 0.202
H -3.432586 -0.044522 0.929310 -1.9 2.2 -0.8 0.226
H -3.136388 -1.641437 1.397647 0.2 -0.1 -1.0 0.263
H 0.150340 1.110232 3.559613 -0.6 0.4 -0.8 0.229
H 1.117666 2.170770 2.501340 0.5 0.5 0.8 0.234
H 1.693304 0.728613 3.557228 1.5 0.1 -0.5 0.225
H -1.570578 1.426720 -2.004779 0.2 0.2 -2.2 0.229
H -2.765250 1.370468 -0.710131 1.8 0.7 -0.2 0.237
H -1.112592 2.420765 -0.498752 -1.7 -1.5 -1.3 0.230
H -2.355014 -0.938786 -1.096008 -0.4 -0.6 -1.1 0.205
H -0.995348 -1.677405 -0.233074 -0.3 -0.8 0.5 0.250
H 0.578658 1.147878 -1.399604 1.5 2.1 0.1 0.194
H 3.105604 0.354944 -1.349677 0.8 -1.2 1.3 0.162
H 0.492570 -0.237606 -3.318160 1.6 0.9 -1.3 0.424
H -0.514302 -1.149423 -2.467568 -0.6 -1.4 -0.3 0.383
H -0.421822 0.370203 0.676450 -0.5 1.5 -1.4 0.493


| no. | calculated total energy (a.u.) |
| --- | --- |
| 1 | -464.7871 |
| 2 | -1152.5151 |
| 3 | -615.2814 |
| 4 | -603.7468 |
| 5 | -2469.0301 |
| 6 | -2427.4985 |
| 7 | -1882.5582 |
| 8 | -778.5256 |